[1]
{"formula": "C25H37F5N2O17", "method": "ωB97M-V/def2-TZVPD", "e_tot_ev": -77899.3920, "homo_lumo_gap_ev": 10.76, "homo_energy_ev": -10.335, "charge": 0, "symbols": ["C", "O", "H", "H", "H", "H", "C", "O", "H", "H", "H", "H", "C", "C", "O", "C", "O", "O", "F", "H", "H", "H", "C", "C", "O", "C", "O", "O", "F", "H", "H", "H", "C", "C", "O", "C", "O", "O", "F", "H", "H", "H", "C", "C", "O", "C", "O", "O", "F", "H", "H", "H", "C", "C", "O", "C", "O", "O", "F", "H", "H", "H", "C", "C", "C", "C", "N", "H", "H", "H", "H", "H", "H", "H", "C", "C", "C", "C", "N", "H", "H", "H", "H", "H", "H", "H"], "xyz": [[14.19120, -13.59079, -2.80547], [15.39332, -14.18532, -3.33067], [13.97724, -12.60152, -3.24421], [13.34040, -14.20093, -3.01786], [14.23799, -13.56340, -1.73409], [16.10199, -13.58808, -3.08670], [10.01685, -11.71857, -9.07440], [10.17029, -10.30670, -9.17159], [10.17420, -11.96476, -8.01301], [9.02481, -12.12304, -9.38230], [10.79748, -12.17021, -9.67517], [10.22902, -10.12406, -10.09830], [13.98668, -17.75388, -2.41019], [14.67842, -18.36501, -3.55569], [14.56231, -17.38872, -4.55614], [13.61596, -16.42499, -4.23540], [13.14754, -15.63582, -4.98469], [13.16831, -16.67600, -3.01385], [13.98109, -19.48940, -3.98075], [14.59422, -17.26262, -1.58770], [13.17989, -18.38570, -2.06706], [15.75674, -18.56550, -3.34507], [17.92896, -15.66209, -6.82523], [17.60903, -16.05973, -5.39715], [18.82550, -15.92962, -4.77025], [19.79087, -15.43238, -5.48550], [20.87509, -15.07053, -5.12766], [19.35639, -15.34849, -6.76401], [17.25311, -17.35425, -5.31083], [17.44510, -14.79195, -7.18790], [17.77762, -16.44051, -7.54128], [16.87371, -15.44142, -4.85486], [18.17900, -14.48858, -11.17553], [17.02055, -13.86280, -10.41507], [17.53934, -12.95276, -9.50250], [18.86525, -13.17817, -9.40022], [19.61473, -12.74136, -8.56783], [19.22094, -14.13271, -10.33499], [16.30844, -14.82649, -9.74525], [18.25206, -14.06003, -12.18961], [17.97259, -15.57954, -11.24246], [16.26066, -13.33985, -11.00622], [12.45353, -11.59562, -14.27870], [11.98255, -11.57252, -12.82503], [11.18120, -12.67739, -12.63691], [10.88190, -13.27012, -13.82614], [10.14659, -14.17707, -14.01919], [11.77712, -12.79043, -14.72982], [11.17609, -10.46636, -12.69978], [13.53398, -11.65423, -14.28603], [12.13207, -10.80027, -14.95732], [12.79908, -11.46751, -12.07976], [12.70637, -14.74510, -7.73775], [13.80004, -13.98324, -7.15447], [13.91564, -12.82020, -8.00243], [13.43301, -13.22275, -9.24431], [13.39117, -12.57154, -10.26675], [12.93000, -14.48755, -9.12748], [14.95369, -14.66900, -7.17580], [11.70520, -14.39497, -7.43711], [12.79111, -15.76734, -7.55388], [13.67127, -13.55250, -6.16774], [13.95560, -17.19941, -11.72442], [13.96279, -16.76893, -13.23617], [13.25184, -15.45668, -13.43647], [14.26281, -14.38776, -13.28546], [14.99093, -13.49917, -13.16426], [14.47566, -16.43719, -11.14224], [14.52817, -18.14846, -11.64825], [12.97523, -17.36163, -11.35684], [13.40530, -17.50338, -13.80140], [14.95247, -16.68682, -13.65100], [12.39442, -15.30079, -12.72829], [12.90311, -15.39857, -14.46721], [15.81082, -10.42001, -7.17831], [16.96832, -9.90931, -6.42003], [17.76949, -11.03090, -5.78658], [17.22557, -11.40482, -4.43060], [16.82286, -11.61547, -3.37715], [16.06719, -11.18873, -7.96353], [15.36779, -9.58385, -7.77312], [14.98322, -10.80288, -6.60607], [16.68557, -9.21304, -5.65447], [17.65003, -9.35928, -7.12258], [18.77312, -10.62806, -5.54299], [17.93830, -11.91808, -6.38572]]}

***

[2]
{"formula": "C25H37LaN3OP2", "method": "ωB97M-V/def2-TZVPD", "e_tot_ev": -52475.1922, "homo_lumo_gap_ev": [6.10, 6.10], "homo_energy_ev": [-9.632, -9.632], "charge": 1, "symbols": ["C", "C", "C", "C", "C", "C", "C", "C", "C", "C", "C", "C", "C", "H", "H", "H", "H", "H", "H", "H", "N", "La", "C", "H", "H", "C", "H", "H", "P", "P", "C", "H", "H", "H", "C", "H", "H", "H", "C", "H", "H", "H", "C", "H", "H", "H", "H", "H", "C", "N", "C", "C", "C", "N", "C", "C", "O", "H", "H", "H", "H", "H", "H", "H", "H", "H", "H", "H", "H"], "xyz": [[1.79475, -2.19709, -4.17202], [1.29304, -1.11652, -3.44207], [-0.11782, -0.99167, -3.25969], [-0.98583, -1.89562, -3.96020], [-0.42989, -3.00223, -4.65601], [0.94272, -3.15623, -4.73847], [-2.36129, -1.64934, -3.94077], [-2.86478, -0.48064, -3.36325], [-1.94877, 0.40652, -2.70206], [-2.41526, 1.69633, -2.30635], [-3.78220, 1.97877, -2.37295], [-4.69603, 1.03252, -2.86246], [-4.24832, -0.16198, -3.38988], [2.87261, -2.30123, -4.30998], [-1.11217, -3.70552, -5.13449], [1.36697, -4.01240, -5.25469], [-3.03638, -2.31344, -4.47779], [-4.15001, 2.94700, -2.03615], [-5.76007, 1.25885, -2.84302], [-4.93589, -0.87696, -3.84605], [-0.66381, -0.02462, -2.43930], [-0.32118, -0.52674, 0.07295], [2.24198, -0.09337, -2.83942], [1.87186, 0.93791, -2.98909], [3.23797, -0.19808, -3.30092], [-1.44574, 2.75481, -1.79829], [-0.55679, 2.83316, -2.45011], [-1.94353, 3.73574, -1.75519], [2.43899, -0.36017, -1.00684], [-0.87019, 2.35938, -0.08913], [-2.36402, 2.80520, 0.86662], [-2.19169, 2.51186, 1.91088], [-2.55846, 3.88514, 0.81383], [-3.23823, 2.24978, 0.50083], [0.32633, 3.68035, 0.28998], [-0.16289, 4.66411, 0.34909], [0.78791, 3.43435, 1.25965], [1.12734, 3.69335, -0.46515], [3.30393, -1.97500, -1.01201], [4.29414, -1.89380, -1.48000], [3.40249, -2.29759, 0.03249], [2.69534, -2.72194, -1.53728], [3.73778, 0.84864, -0.59777], [3.86288, 0.85451, 0.49359], [4.68900, 0.58698, -1.08016], [3.41741, 1.85246, -0.90938], [-1.84310, -1.67940, -0.42948], [0.73995, -2.07006, 0.61666], [2.42203, 1.04993, 3.51796], [1.37803, 0.28311, 4.16702], [1.67552, -0.15500, 5.51379], [0.49700, -0.83857, 6.16086], [-0.35827, -1.67358, 5.24802], [-0.58109, -0.96669, 3.99513], [-1.59479, -1.53944, 3.11857], [0.36063, -0.18239, 3.43698], [0.27104, 0.13498, 2.18090], [2.92883, 0.47279, 2.72780], [3.15600, 1.31370, 4.28629], [2.02355, 1.96935, 3.08112], [2.56096, -0.81187, 5.48526], [1.95670, 0.74712, 6.07298], [-0.12813, -0.07382, 6.63531], [0.88477, -1.47017, 6.96206], [-1.34796, -1.82661, 5.69304], [0.08013, -2.66232, 5.04743], [-1.16836, -2.26293, 2.38791], [-2.32581, -2.06081, 3.75685], [-2.13185, -0.75286, 2.56602]]}

***

[3]
{"formula": "C25H38EuP2", "method": "ωB97M-V/def2-TZVPD", "e_tot_ev": -64439.9723, "homo_lumo_gap_ev": [6.48, 6.54], "spin_multiplicity": 8, "homo_energy_ev": [-6.534, -6.599], "charge": 0, "symbols": ["P", "P", "C", "C", "H", "H", "H", "H", "C", "H", "H", "H", "C", "H", "H", "H", "C", "H", "H", "H", "C", "H", "H", "H", "Eu", "C", "C", "C", "C", "C", "C", "C", "C", "C", "H", "H", "H", "H", "H", "H", "H", "H", "H", "H", "H", "H", "H", "H", "H", "C", "C", "C", "C", "C", "C", "C", "C", "C", "C", "H", "H", "H", "H", "H", "H", "H"], "xyz": [[0.45044, -0.89767, -4.50119], [0.39246, -3.90515, -2.25869], [0.61301, -2.69341, -4.84569], [-0.21166, -3.70677, -4.04060], [1.70013, -2.88403, -4.77396], [0.34942, -2.75969, -5.90539], [-1.28233, -3.43343, -4.02208], [-0.11742, -4.71890, -4.46104], [1.95559, -4.76495, -2.60004], [2.37505, -5.10510, -1.65026], [2.69668, -4.09489, -3.04927], [1.81779, -5.63287, -3.24650], [-0.56465, -5.34936, -1.48977], [0.11295, -6.20166, -1.64620], [-1.56243, -5.49504, -1.92406], [-0.65347, -5.19266, -0.40139], [1.25322, -0.13829, -6.00021], [0.90583, 0.90635, -6.09746], [0.96463, -0.70099, -6.90256], [2.35480, -0.09467, -5.93649], [-1.24606, -0.35805, -4.78577], [-1.94633, -1.00925, -4.25494], [-1.40670, -0.41415, -5.86622], [-1.33705, 0.68193, -4.44991], [-1.35652, -2.47853, -0.93466], [3.42616, -1.86499, -2.27494], [4.05378, -1.71097, -3.46796], [4.82380, -0.53668, -3.96610], [4.30629, 0.78221, -3.30081], [2.94829, 1.04569, -3.79082], [1.76666, 0.68996, -3.21684], [1.54410, -0.20177, -1.98103], [2.74247, -0.89198, -1.35516], [-2.42383, -0.35009, -0.99504], [3.68990, -2.79112, -1.73543], [4.14526, -2.57550, -4.12265], [4.79125, -0.50353, -5.07463], [5.90045, -0.62228, -3.76183], [4.36155, 0.73954, -2.19549], [4.94390, 1.60156, -3.66709], [2.91703, 1.67634, -4.69831], [0.89653, 1.33303, -3.47610], [0.84991, -1.04561, -2.26358], [1.00018, 0.39400, -1.22374], [3.46356, -0.18515, -0.90514], [2.32981, -1.47090, -0.50150], [-3.46174, -0.28651, -0.62300], [-2.29844, 0.14171, -1.97258], [-1.77229, 0.10673, -0.22360], [-3.00667, -0.20862, 3.75880], [-3.53699, -1.17096, 2.88303], [-2.70265, -1.90050, 2.03019], [-1.28034, -1.71061, 2.07926], [-0.34767, -2.41351, 1.27468], [1.00857, -2.38517, 1.50063], [1.50539, -1.46313, 2.47963], [0.66626, -0.58706, 3.13571], [-0.73635, -0.72271, 3.01071], [-1.63939, 0.03705, 3.78343], [-3.68427, 0.34688, 4.39964], [-4.60635, -1.36830, 2.82001], [-3.10309, -2.65482, 1.31635], [1.68417, -3.05088, 0.94043], [2.56281, -1.47182, 2.71795], [1.04203, 0.18643, 3.80458], [-1.23192, 0.80208, 4.44607]]}